Entry 1:
Below is one molecule with the formula Cl2O2S2 at a distorted geometry, with properties calculated with ωB97M-V with the def2-TZVPD basis set.

Summary:
SMILES: O=S(Cl)#S(=O)Cl
Molar mass: 167.0 u
Lowest unoccupied orbital energy: -1.268 eV
Gap between HOMO and LUMO: 8.60 eV
Energy: -1867.192202 hartree

Each atom is followed by the atoms it is bonded to, with distances in Å.
Atoms and positions in Å:
1 Cl 1.73 -0.49 1.30  S3 2.069
2 Cl 0.54 2.20 -0.21  S4 2.068
3 S -0.31 -0.57 0.94  Cl1 2.069, S4 2.293, O5 1.453
4 S -0.04 0.43 -1.10  Cl2 2.068, S3 2.293, O6 1.432
5 O -0.49 -1.96 0.57  S3 1.453
6 O -1.42 0.39 -1.50  S4 1.432

Entry 2:
Below is a 2-piece molecular cluster, Cl2O3S overall at a distorted geometry, with properties calculated with ωB97M-V with the def2-TZVPD basis set.

Summary:
Molar mass: 151.0 u
Lowest unoccupied orbital energy: -1.247 eV
Gap between HOMO and LUMO: 9.46 eV
Energy: -1544.151142 hartree

Each atom is followed by the atoms it is bonded to, with distances in Å.
Atoms and positions in Å:
1 Cl 1.00 2.07 2.93  O6 1.683
2 Cl -1.39 1.43 1.59  O6 1.709
3 S 0.36 -1.26 -1.84  O4 1.438, O5 1.414
4 O 0.42 -0.23 -2.85  S3 1.438
5 O -0.91 -1.44 -1.25  S3 1.414
6 O 0.12 0.86 2.18  Cl1 1.683, Cl2 1.709